1.
{
  "formula": "C6H10",
  "method": "wB97M-V/def2-TZVPD",
  "spin_multiplicity": 1,
  "gap_ev": [7.36, 7.60],
  "de_lowest_kj_mol": 373.3,
  "lumo_energy_ev": [-0.274, -0.355],
  "elements": ["C", "C", "C", "C", "C", "C", "H", "H", "H", "H", "H", "H", "H", "H", "H", "H"],
  "positions_angstrom": [[2.684, 0.141, 0.738], [1.759, -0.553, -0.199], [0.419, -0.723, -0.092], [-0.473, -0.635, 1.014], [-1.849, -0.110, 0.753], [-2.203, 0.642, -0.530], [2.399, 1.193, 0.848], [2.657, -0.299, 1.739], [3.713, 0.134, 0.372], [0.018, -0.940, -1.082], [2.199, -0.874, -1.141], [-2.090, 0.519, 1.623], [-2.539, -0.961, 0.896], [-2.107, 0.007, -1.417], [-3.232, 1.020, -0.497], [-1.534, 1.500, -0.659]]
}


2.
{
  "formula": "C6H10",
  "method": "wB97M-V/def2-TZVPD",
  "spin_multiplicity": 1,
  "gap_ev": 5.41,
  "de_lowest_kj_mol": 533.4,
  "lumo_energy_ev": -1.129,
  "elements": ["C", "C", "C", "C", "C", "C", "H", "H", "H", "H", "H", "H", "H", "H", "H", "H"],
  "positions_angstrom": [[-1.342, 1.267, -0.434], [-0.241, 0.685, 0.495], [0.659, -0.329, 0.004], [0.222, -1.461, -0.717], [1.060, -2.397, -1.196], [0.285, 1.499, 1.614], [-0.833, 2.054, -0.987], [-1.929, 0.516, -0.951], [-2.021, 1.748, 0.278], [1.683, -0.182, 0.321], [-0.803, -1.585, -1.061], [0.842, -3.356, -1.633], [2.116, -2.143, -1.110], [0.774, 2.436, 1.429], [0.344, 1.078, 2.602], [-0.816, 0.171, 1.345]]
}


3.
{
  "formula": "C6H10",
  "method": "wB97M-V/def2-TZVPD",
  "spin_multiplicity": 1,
  "gap_ev": 10.43,
  "de_lowest_kj_mol": 457.1,
  "smiles": "C#C.C=C.C=C",
  "lumo_energy_ev": 1.233,
  "elements": ["C", "C", "C", "C", "C", "C", "H", "H", "H", "H", "H", "H", "H", "H", "H", "H"],
  "positions_angstrom": [[1.747, -0.165, 0.368], [1.829, 0.293, -0.885], [-1.066, -0.133, 1.495], [-0.330, 1.299, -2.032], [-1.350, -1.420, 1.551], [-1.315, 0.904, -1.447], [2.121, 0.410, 1.212], [1.473, -1.183, 0.569], [2.372, 1.199, -1.109], [1.613, -0.372, -1.715], [-1.575, 0.584, 2.119], [0.222, 1.739, -2.821], [-2.090, -1.829, 2.236], [-2.209, 0.438, -1.123], [-0.627, 0.391, 0.614], [-0.814, -2.153, 0.969]]
}


4.
{
  "formula": "C6H10BrClO",
  "method": "wB97M-V/def2-TZVPD",
  "spin_multiplicity": 1,
  "gap_ev": 9.14,
  "de_lowest_kj_mol": 7.2,
  "smiles": "O/C=C(/Cl)Br.C=C(C)C",
  "lumo_energy_ev": 0.503,
  "elements": ["C", "C", "C", "C", "C", "C", "O", "Cl", "Br", "H", "H", "H", "H", "H", "H", "H", "H", "H", "H"],
  "positions_angstrom": [[-0.468, 1.483, -2.073], [-0.948, -0.989, -0.045], [-0.133, 0.808, 1.243], [1.546, -0.913, 0.445], [0.608, 0.726, -2.230], [0.111, -0.386, 0.358], [-1.711, 1.211, -2.298], [2.119, 1.219, -1.655], [0.550, -1.034, -3.049], [-0.280, 2.517, -1.791], [-1.948, -0.742, 0.172], [-0.896, -1.942, -0.469], [-1.826, 0.260, -2.334], [0.285, 0.702, 2.313], [0.298, 1.757, 1.008], [-1.165, 1.097, 1.557], [1.853, -1.179, -0.531], [2.280, -0.325, 0.996], [1.630, -1.814, 1.198]]
}


5.
{
  "formula": "C6H10BrF3NO2",
  "method": "wB97M-V/def2-TZVPD",
  "spin_multiplicity": 1,
  "gap_ev": 11.06,
  "smiles": "FC(F)(F)OC[C@@H]1COC[C@@H](Br)[NH2+]1",
  "charge": 1,
  "lumo_energy_ev": -3.643,
  "elements": ["F", "C", "F", "F", "O", "C", "C", "C", "O", "C", "C", "Br", "N", "H", "H", "H", "H", "H", "H", "H", "H", "H", "H"],
  "positions_angstrom": [[-2.199, 0.500, 2.083], [-3.117, 0.230, 1.028], [-3.925, 1.377, 0.943], [-3.858, -0.907, 1.340], [-2.461, 0.131, -0.228], [-1.432, -0.903, -0.135], [0.017, -0.281, -0.486], [1.077, -1.491, -0.363], [2.447, -1.100, -0.604], [2.580, 0.289, -0.958], [1.767, 1.314, -0.025], [1.218, 2.829, -1.232], [0.467, 0.750, 0.511], [-1.445, -1.487, 0.837], [-1.682, -1.658, -0.966], [-0.084, 0.123, -1.548], [1.029, -1.816, 0.745], [0.728, -2.395, -0.960], [3.686, 0.548, -0.885], [2.276, 0.518, -2.042], [2.442, 1.692, 0.809], [-0.240, 1.470, 0.734], [0.712, 0.267, 1.402]]
}


6.
{
  "formula": "C6H10BrN4",
  "method": "wB97M-V/def2-TZVPD",
  "spin_multiplicity": 1,
  "gap_ev": 8.69,
  "de_lowest_kj_mol": 172.5,
  "smiles": "C[C@]12NCN=C[C@H]1N(Br)C=[NH+]2",
  "charge": 1,
  "lumo_energy_ev": -4.119,
  "elements": ["C", "C", "C", "C", "C", "C", "N", "N", "N", "N", "Br", "H", "H", "H", "H", "H", "H", "H", "H", "H", "H"],
  "positions_angstrom": [[0.917, -1.500, 0.804], [1.582, 1.334, -0.771], [-0.723, -1.961, -0.761], [0.641, 0.034, 0.882], [-0.549, 0.406, -0.036], [-1.624, 1.448, 0.596], [0.399, -2.338, 0.039], [-1.293, -0.718, -0.328], [1.797, 0.836, 0.443], [0.390, 1.042, -1.243], [3.445, 0.845, 1.270], [1.597, -1.814, 1.448], [2.246, 1.860, -1.434], [-0.257, -2.093, -1.844], [-1.491, -2.847, -0.798], [0.639, 0.149, 2.018], [-2.602, 1.257, 0.148], [-1.264, 2.354, 0.235], [-1.593, 1.184, 1.629], [-2.279, -0.589, -0.137], [0.021, 1.111, -2.163]]
}


7.
{
  "formula": "C6H10ClN",
  "method": "wB97M-V/def2-TZVPD",
  "spin_multiplicity": 1,
  "gap_ev": 8.73,
  "de_lowest_kj_mol": 256.1,
  "lumo_energy_ev": 0.136,
  "elements": ["C", "C", "C", "C", "C", "C", "N", "Cl", "H", "H", "H", "H", "H", "H", "H", "H", "H", "H"],
  "positions_angstrom": [[-0.402, -1.282, 2.531], [-0.229, 1.170, 1.021], [1.129, -0.019, -0.887], [-1.371, -0.534, -0.392], [0.573, -1.579, 1.564], [-0.011, 0.048, 0.028], [-1.242, -0.975, 3.269], [2.221, -1.353, 2.066], [0.612, 1.415, 1.760], [-1.053, 0.839, 1.588], [-0.454, 2.147, 0.530], [1.962, -0.463, -0.427], [1.438, 0.914, -1.331], [0.813, -0.551, -1.823], [-1.358, -1.348, -1.139], [-1.751, -0.829, 0.619], [-1.838, 0.239, -0.875], [0.451, -2.375, 0.863]]
}


8.
{
  "formula": "C6H10ClN2O",
  "method": "wB97M-V/def2-TZVPD",
  "spin_multiplicity": 1,
  "gap_ev": 9.03,
  "de_lowest_kj_mol": 18.6,
  "charge": 1,
  "lumo_energy_ev": -2.753,
  "elements": ["C", "C", "C", "C", "C", "C", "N", "N", "O", "Cl", "H", "H", "H", "H", "H", "H", "H", "H", "H", "H"],
  "positions_angstrom": [[-2.752, -1.576, -0.108], [-2.905, -0.209, -0.081], [-0.790, -0.634, -0.127], [3.670, 0.730, -0.178], [-1.589, 1.760, 0.212], [2.503, -0.177, -0.072], [-1.673, 0.361, -0.016], [-1.415, -1.804, -0.194], [2.760, -1.325, 0.345], [-4.451, 0.605, 0.001], [-3.563, -2.353, -0.096], [3.554, 1.822, -0.507], [4.312, 0.321, -0.896], [4.283, 0.636, 0.825], [-0.932, 2.188, 1.045], [-1.381, 2.169, -0.731], [-2.631, 2.200, 0.448], [0.281, -0.374, -0.101], [-0.863, -2.630, -0.399], [3.583, -1.710, 0.631]]
}


Table of molecular weight (g/mol), in record order: 82.1; 82.1; 82.1; 213.5; 265.0; 218.1; 131.6; 161.6